a | Computed, not measured: a 2-piece molecular cluster, C4H8O2 overall, with the ωB97M-V functional and the def2-TZVPD basis.

```
! wB97M-V def2-TZVPD RIJCOSX def2/J DEFGRID3
* xyz 0 1
C 1.5375 -0.4674 0.7834
C 0.5968 0.6055 0.3121
O 1.2047 1.5343 -0.5666
C -0.4902 -0.0644 -0.5823
C -1.8255 -0.5643 -0.2428
O -1.4734 0.7432 -1.1024
H 2.3670 -0.6497 0.0501
H 2.0267 -0.3452 1.7676
H 0.1583 -1.5224 0.9372
H 0.1995 1.1125 1.2073
H 0.4363 1.9563 -0.9861
H 0.0066 -0.6946 -1.3264
H -2.4483 -0.3262 0.6189
H -2.3098 -1.3076 -0.8858
*
```

Values from the calculation:
Lowest unoccupied orbital energy (eV): 0.4
HOMO-LUMO gap (eV): 10.31

Here are the Löwdin charges for atoms 1 to 6, given in e: 0.007, -0.463, -0.031, -0.441, 0.020, -0.054

b | Computed, not measured: C4H8O2 in the gas phase, with the ωB97M-V functional and the def2-TZVPD basis.

```
! wB97M-V def2-TZVPD RIJCOSX def2/J DEFGRID3
* xyz 0 1
O -0.8490 0.2303 -2.2440
C -1.0118 -0.3608 -0.9699
C -0.4825 0.5294 0.1292
C -0.1250 -0.0566 1.4717
C 0.9530 0.4211 0.5431
O 1.7285 -0.5183 -0.1454
H 0.1021 0.3157 -2.3891
H -0.5220 -1.3432 -0.9197
H -2.0883 -0.5132 -0.8434
H -0.9065 1.5311 0.1207
H -0.2333 -1.1336 1.5821
H -0.3397 0.5172 2.3688
H 1.4781 1.3426 0.7988
H 2.2961 -0.9618 0.4971
*
```

Values from the calculation:
Lowest unoccupied orbital energy (eV): 0.8
HOMO-LUMO gap (eV): 10.91
SMILES: OC[C@H]1C[C@H]1O

Here are the Löwdin charges for atoms 1 to 6, given in e: -0.056, -0.244, -0.224, -0.056, -0.339, -0.017

c | Computed, not measured: a 2-piece molecular cluster, C4H8O2 overall, with the ωB97M-V functional and the def2-TZVPD basis.

```
! wB97M-V def2-TZVPD RIJCOSX def2/J DEFGRID3
* xyz 0 1
O -0.6137 -1.4800 -1.8289
C -1.1816 -0.3620 -2.1997
C 0.4735 1.1841 -0.3231
C 0.7185 -0.0713 0.4723
C 0.2682 -0.2245 1.8585
O -0.4317 -0.8625 0.7956
H -0.7846 -1.7218 -0.8939
H 0.2884 0.9637 -1.3832
H -1.7873 -0.0058 -1.3209
H 1.3500 1.8366 -0.2811
H -0.3931 1.7230 0.0733
H 1.5707 -0.6763 0.1586
H -0.2735 0.5916 2.3365
H 0.7962 -0.8948 2.5360
*
```

Values from the calculation:
Lowest unoccupied orbital energy (eV): 0.9
HOMO-LUMO gap (eV): 9.39

Here are the Löwdin charges for atoms 1 to 6, given in e: -0.070, -0.023, -0.052, -0.335, -0.101, -0.108

Of them, b has the highest stability.

a | Computed, not measured: C4H8O2 in the gas phase, with the ωB97M-V functional and the def2-TZVPD basis.

```
! wB97M-V def2-TZVPD RIJCOSX def2/J DEFGRID3
* xyz 0 1
C 1.7833 0.2868 -0.2427
C 0.8851 -0.7164 0.4266
O 0.3245 -0.0936 1.5554
C -0.5620 -0.5548 0.4310
C -1.2572 0.4473 -0.4889
O -2.6484 0.5390 -0.2863
H 1.3305 1.2822 -0.2078
H 2.0381 0.0265 -1.2678
H 2.6952 0.3315 0.3617
H 1.3009 -1.7191 0.5304
H -1.0337 -1.1599 1.1894
H -1.0334 0.2613 -1.5609
H -0.8389 1.4282 -0.2526
H -2.9840 -0.3589 -0.1875
*
```

Values from the calculation:
Lowest unoccupied orbital energy (eV): 0.9
HOMO-LUMO gap (eV): 10.97
SMILES: C[C@H]1O[C@H]1CO

Here are the Löwdin charges for atoms 1 to 6, given in e: -0.039, -0.358, -0.053, -0.159, -0.213, -0.054

b | Computed, not measured: C4H8O2 in the gas phase, with the ωB97M-V functional and the def2-TZVPD basis.

```
! wB97M-V def2-TZVPD RIJCOSX def2/J DEFGRID3
* xyz 0 1
C -1.3231 0.2631 -0.1371
C -0.8537 -1.1758 -0.2445
O 0.4606 -1.3532 0.2411
C 1.3804 -0.2679 0.2008
C 0.7675 1.1352 0.1128
O -0.3726 1.1293 -0.7169
H -2.2681 0.3939 -0.6693
H -1.4595 0.5500 0.9195
H -1.4914 -1.8151 0.3798
H -0.9363 -1.5179 -1.2885
H 1.9292 -0.3908 1.1415
H 2.0797 -0.4026 -0.6319
H 0.4971 1.5286 1.1075
H 1.4689 1.8489 -0.3311
*
```

Values from the calculation:
Lowest unoccupied orbital energy (eV): 1.1
HOMO-LUMO gap (eV): 10.55
SMILES: C1COCCO1

Here are the Löwdin charges for atoms 1 to 6, given in e: -0.199, -0.187, -0.130, -0.168, -0.194, -0.126

c | Computed, not measured: C4H8O2 in the gas phase, with the ωB97M-V functional and the def2-TZVPD basis.

```
! wB97M-V def2-TZVPD RIJCOSX def2/J DEFGRID3
* xyz 0 1
C 1.7362 0.6644 -0.3542
C 0.8366 -0.4925 -0.4076
O -0.4443 -0.7642 1.7486
C -1.2685 -0.7981 0.5959
C -0.5901 -0.1608 -0.6380
O -0.9859 1.1899 -0.8571
H 1.2950 1.6585 -0.2084
H 2.6022 0.5017 0.2923
H 2.1332 0.6441 -1.3869
H 0.2874 -1.3784 1.5566
H -2.1497 -0.2074 0.8416
H -1.5799 -1.8216 0.3692
H -0.9234 -0.6907 -1.5413
H -0.9487 1.6551 -0.0108
*
```

Values from the calculation:
Lowest unoccupied orbital energy (eV): 0.0
HOMO-LUMO gap (eV): 8.76

Here are the Löwdin charges for atoms 1 to 6, given in e: -0.128, 0.052, -0.078, -0.216, -0.421, -0.050

d | Computed, not measured: C4H8O2 in the gas phase, with the ωB97M-V functional and the def2-TZVPD basis.

```
! wB97M-V def2-TZVPD RIJCOSX def2/J DEFGRID3
* xyz 0 1
C -1.7421 -0.5511 -0.3738
C -0.2442 -0.8145 -0.1830
C 0.4939 0.3076 0.5683
O 1.3755 -0.1991 1.5391
C 1.2902 1.1412 -0.4412
O 2.3384 1.6678 -0.1522
H -2.1608 -1.2087 -1.1427
H -1.9358 0.4828 -0.6900
H -2.3056 -0.7207 0.5507
H 0.2277 -0.9270 -1.1718
H -0.0717 -1.7532 0.3515
H -0.2469 0.9830 1.0424
H 2.1137 0.4305 1.5773
H 0.8678 1.1614 -1.4746
*
```

Values from the calculation:
Lowest unoccupied orbital energy (eV): 0.8
HOMO-LUMO gap (eV): 10.97
SMILES: CC[C@@H](O)C=O

Here are the Löwdin charges for atoms 1 to 6, given in e: -0.104, -0.204, -0.374, -0.020, -0.187, 0.067

Of them, d has the highest stability.

a | Computed, not measured: C4H8O2 in the gas phase, with the ωB97M-V functional and the def2-TZVPD basis.

```
! wB97M-V def2-TZVPD RIJCOSX def2/J DEFGRID3
* xyz 0 1
C 1.4428 -0.0042 -0.3404
C 0.1083 0.0331 0.3607
C -0.6069 1.1527 0.5101
O -0.3070 2.3678 -0.0115
C -0.6530 -1.2486 0.5153
O -1.1710 -1.6110 -0.7627
H 2.0715 -0.8068 0.0614
H 1.3272 -0.2037 -1.4123
H 2.0049 0.9299 -0.2148
H -1.5417 1.1707 1.0669
H 0.3408 2.2250 -0.7149
H -0.0247 -2.0852 0.8309
H -1.4674 -1.1296 1.2470
H -1.5239 -0.7901 -1.1359
*
```

Values from the calculation:
Lowest unoccupied orbital energy (eV): 0.7
HOMO-LUMO gap (eV): 9.57
SMILES: C/C(=C\O)CO

Here are the Löwdin charges for atoms 1 to 6, given in e: -0.050, -0.282, -0.173, 0.020, -0.244, -0.066

b | Computed, not measured: C4H8O2 as an isolated structure, with the ωB97M-V functional and the def2-TZVPD basis.

```
! wB97M-V def2-TZVPD RIJCOSX def2/J DEFGRID3
* xyz 0 1
C -2.0819 -0.3365 0.3747
C -0.5562 -0.6282 0.0470
O -0.3247 0.5908 -0.6067
C 1.1848 1.0243 -0.6099
C 1.8785 -0.0374 0.1630
O 0.3592 -0.7533 1.0616
H -2.4859 -1.2386 0.8194
H -2.6454 -0.1031 -0.5521
H -2.1732 0.5222 1.0528
H -0.5201 -1.5364 -0.6069
H 1.4152 1.0959 -1.6792
H 1.1881 2.0027 -0.1193
H 2.3655 0.1952 1.0973
H 2.3961 -0.7977 -0.4417
*
```

Values from the calculation:
Lowest unoccupied orbital energy (eV): 0.3
HOMO-LUMO gap (eV): 9.80

Here are the Löwdin charges for atoms 1 to 6, given in e: -0.016, -0.540, -0.143, -0.107, 0.073, -0.075

Of them, a has the highest stability.

a | Computed, not measured: a 3-piece molecular cluster, C4H8O2 overall, with the ωB97M-V functional and the def2-TZVPD basis.

```
! wB97M-V def2-TZVPD RIJCOSX def2/J DEFGRID3
* xyz 0 1
C -0.0537 1.9730 0.5927
C 0.1041 0.8694 1.3153
H -0.9863 2.5320 0.5933
H 0.7463 2.3513 -0.0401
H 1.0383 0.3175 1.2986
H -0.7008 0.4582 1.9207
C -1.0438 -0.0021 -1.4075
O -1.7931 -0.8465 -0.9728
H -1.4136 0.9864 -1.7422
H 0.0448 -0.1649 -1.4915
C 1.0038 -2.1287 -0.0172
O 1.7717 -1.2446 -0.3227
H -0.0711 -2.0858 -0.2714
H 1.3534 -3.0151 0.5449
*
```

Values from the calculation:
Lowest unoccupied orbital energy (eV): 0.7
HOMO-LUMO gap (eV): 10.43
SMILES: C=C.C=O.C=O

Here are the Löwdin charges for atoms 1 to 6, given in e: -0.092, -0.079, 0.056, 0.061, 0.038, 0.065

b | Computed, not measured: a 2-piece molecular cluster, C4H8O2 overall, with the ωB97M-V functional and the def2-TZVPD basis.

```
! wB97M-V def2-TZVPD RIJCOSX def2/J DEFGRID3
* xyz 0 1
C 1.5055 0.8752 -0.0743
C 0.7475 -0.2929 -0.6409
C -0.4370 -0.2448 -1.2546
O -1.2086 0.8514 -1.4859
H 0.9222 1.8048 -0.0662
H 1.8053 0.6818 0.9622
H 2.4213 1.0737 -0.6437
H 1.2065 -1.2737 -0.5522
H -0.9233 -1.1385 -1.6349
H -0.7291 1.6427 -1.2060
C -1.3268 -0.9915 1.6450
O -1.2796 -2.1535 1.9591
H -0.5967 -0.2465 2.0217
H -2.1071 -0.5881 0.9705
*
```

Values from the calculation:
Lowest unoccupied orbital energy (eV): 0.6
HOMO-LUMO gap (eV): 9.69
SMILES: C/C=C\O.C=O

Here are the Löwdin charges for atoms 1 to 6, given in e: -0.101, -0.177, -0.246, 0.004, 0.065, 0.073

Of them, b has the highest stability.

a | Computed, not measured: C4H8O2 in the gas phase, with the ωB97M-V functional and the def2-TZVPD basis.

```
! wB97M-V def2-TZVPD RIJCOSX def2/J DEFGRID3
* xyz 0 1
O 0.6339 -0.1283 2.0180
C -0.6137 -0.1357 1.3456
C -0.4733 0.7342 0.1094
C 0.6547 0.2996 -0.8290
C 0.7271 -0.8859 -2.1647
O -0.0286 -1.2655 -1.1833
H 0.6475 -0.8618 2.6427
H -1.4077 0.2774 1.9870
H -0.9041 -1.1503 1.0479
H -0.2139 1.7527 0.4291
H -1.4267 0.7893 -0.4262
H 0.7244 1.0635 -1.6223
H 1.5934 0.1311 -0.3167
H 0.0804 -0.6395 -3.0648
*
```

Values from the calculation:
Lowest unoccupied orbital energy (eV): 0.7
HOMO-LUMO gap (eV): 8.32

Here are the Löwdin charges for atoms 1 to 6, given in e: -0.062, -0.274, -0.178, -0.133, -0.098, -0.104

b | Computed, not measured: C4H8O2 in the gas phase, with the ωB97M-V functional and the def2-TZVPD basis.

```
! wB97M-V def2-TZVPD RIJCOSX def2/J DEFGRID3
* xyz 0 1
C -1.3421 0.3263 -0.1872
C -0.8132 -1.0992 -0.0243
O 0.4298 -1.2151 0.6170
C 1.3583 -0.3005 0.0687
C 0.8504 1.1180 0.2444
O -0.3513 1.2920 -0.4825
H -1.9188 0.1773 -1.0964
H -2.0018 0.6851 0.6218
H -1.5413 -1.6857 0.5463
H -0.7537 -1.5131 -1.0523
H 2.2990 -0.4649 0.5990
H 1.5104 -0.4916 -1.0084
H 0.7119 1.3288 1.3177
H 1.5626 1.8428 -0.1640
*
```

Values from the calculation:
Lowest unoccupied orbital energy (eV): 1.1
HOMO-LUMO gap (eV): 10.49
SMILES: C1COCCO1

Here are the Löwdin charges for atoms 1 to 6, given in e: -0.189, -0.202, -0.127, -0.191, -0.188, -0.129

Of them, b has the highest stability.

a | Computed, not measured: C4H8O2 as an isolated structure, with the ωB97M-V functional and the def2-TZVPD basis.

```
! wB97M-V def2-TZVPD RIJCOSX def2/J DEFGRID3
* xyz 0 1
C -1.1112 -1.1559 -0.0305
C -0.1968 0.0663 0.0869
C 1.2563 -0.2534 -0.1419
O 1.9995 0.9498 -0.0367
C -0.6876 1.2944 -0.4246
O -1.6257 1.7486 0.3247
H -2.1700 -0.8837 0.0201
H -0.9115 -1.8644 0.7815
H -0.9479 -1.6921 -0.9790
H -1.1427 0.8293 1.0143
H 1.5830 -1.0018 0.5990
H 1.4035 -0.7116 -1.1390
H 2.9212 0.7520 -0.2396
H -0.3489 1.8966 -1.2724
*
```

Values from the calculation:
Lowest unoccupied orbital energy (eV): 0.5
HOMO-LUMO gap (eV): 8.74

Here are the Löwdin charges for atoms 1 to 6, given in e: -0.080, -0.344, -0.261, -0.067, -0.185, 0.007

b | Computed, not measured: C4H8O2 in the gas phase, with the ωB97M-V functional and the def2-TZVPD basis.

```
! wB97M-V def2-TZVPD RIJCOSX def2/J DEFGRID3
* xyz 0 1
C -0.5003 1.7460 0.3180
C 0.0010 0.4654 -0.4275
C -0.8809 -0.5825 0.1358
O 1.3127 0.0168 -0.1498
C 1.4636 -1.6307 -0.2510
O 1.7482 -2.2288 -1.2394
H -1.5684 1.9766 0.1170
H -0.3757 1.6685 1.4065
H 0.0946 2.5669 -0.0550
H -0.1617 0.6391 -1.5095
H -0.8137 -0.6070 1.2267
H -0.1332 -1.5921 -0.1363
H -1.9345 -0.4985 -0.2016
H 1.7483 -1.9396 0.7659
*
```

Values from the calculation:
Lowest unoccupied orbital energy (eV): 0.2
HOMO-LUMO gap (eV): 10.53
SMILES: CC(C)OC=O

Here are the Löwdin charges for atoms 1 to 6, given in e: -0.054, -0.498, -0.048, -0.118, -0.233, 0.111

Of them, b has the highest stability.